1.
{
  "formula": "C19H36BrNO14P3S",
  "method": "ωB97M-V with the def2-TZVPD basis set",
  "species": ["O", "S", "O", "C", "C", "C", "C", "C", "C", "C", "N", "Br", "C", "C", "C", "H", "H", "H", "H", "H", "H", "H", "H", "H", "C", "O", "P", "O", "O", "C", "O", "C", "H", "H", "H", "H", "H", "H", "H", "H", "H", "C", "O", "P", "O", "O", "C", "O", "C", "H", "H", "H", "H", "H", "H", "H", "H", "H", "C", "O", "P", "O", "O", "C", "O", "C", "H", "H", "H", "H", "H", "H", "H", "H", "H"],
  "positions_angstrom": [[-6.825, -1.509, 0.570], [-7.051, -2.896, 0.839], [-7.088, -3.256, 2.225], [-5.740, -3.884, 0.091], [-4.693, -3.053, -0.584], [-4.897, -2.445, -1.850], [-3.925, -1.719, -2.466], [-2.656, -1.545, -1.868], [-1.612, -0.825, -2.494], [-0.428, -0.726, -1.844], [-0.256, -1.281, -0.607], [1.401, -1.107, 0.212], [-1.213, -1.954, 0.002], [-2.464, -2.129, -0.592], [-3.488, -2.877, 0.029], [-8.200, -3.370, 0.291], [-5.313, -4.477, 0.896], [-6.193, -4.591, -0.609], [-5.842, -2.558, -2.365], [-4.094, -1.255, -3.430], [-1.742, -0.383, -3.472], [0.407, -0.211, -2.293], [-1.032, -2.382, 0.980], [-3.280, -3.312, 1.000], [-3.863, 2.249, -9.457], [-3.837, 2.804, -8.122], [-3.518, 1.789, -6.902], [-4.779, 1.054, -6.658], [-3.228, 2.933, -5.815], [-3.510, 4.321, -5.996], [-2.359, 0.849, -6.232], [-1.787, -0.160, -7.091], [-4.078, 3.061, -10.144], [-2.898, 1.815, -9.715], [-4.644, 1.493, -9.533], [-4.585, 4.490, -6.044], [-3.026, 4.710, -6.887], [-3.111, 4.843, -5.129], [-1.281, 0.294, -7.944], [-2.564, -0.841, -7.447], [-1.058, -0.719, -6.512], [1.656, -0.451, 6.250], [2.232, -1.259, 5.201], [3.546, -2.146, 5.599], [4.663, -1.180, 5.599], [3.464, -3.050, 4.257], [2.637, -2.792, 3.144], [4.088, -3.449, 6.395], [3.931, -3.470, 7.831], [0.794, 0.064, 5.834], [1.326, -1.072, 7.082], [2.381, 0.284, 6.601], [2.957, -1.878, 2.635], [1.590, -2.716, 3.435], [2.744, -3.630, 2.454], [2.877, -3.436, 8.108], [4.460, -2.630, 8.283], [4.359, -4.399, 8.193], [4.822, 2.795, 0.645], [5.292, 2.319, 1.915], [5.929, 3.445, 2.924], [7.279, 3.702, 2.384], [5.891, 2.518, 4.225], [5.637, 1.108, 4.244], [5.567, 4.752, 3.827], [4.967, 5.874, 3.155], [4.424, 1.943, 0.098], [4.028, 3.533, 0.772], [5.644, 3.234, 0.078], [6.451, 0.567, 3.761], [4.688, 0.874, 3.768], [5.583, 0.800, 5.279], [4.004, 5.600, 2.720], [5.631, 6.249, 2.374], [4.808, 6.654, 3.893]],
  "lowdin_charge": [-0.32, 0.68, -0.34, -0.19, -0.23, 0.03, 0.02, -0.12, 0.05, -0.10, -0.46, 0.97, -0.04, -0.11, 0.05, 0.09, 0.11, 0.12, 0.14, 0.14, 0.13, 0.12, 0.14, 0.14, -0.08, -0.24, 0.46, -0.25, -0.24, -0.09, -0.25, -0.11, 0.09, 0.08, 0.09, 0.09, 0.08, 0.09, 0.08, 0.09, 0.08, -0.08, -0.25, 0.50, -0.22, -0.22, -0.16, -0.21, -0.09, 0.09, 0.08, 0.09, 0.05, 0.08, 0.09, 0.08, 0.09, 0.09, -0.11, -0.25, 0.46, -0.24, -0.22, -0.11, -0.22, -0.11, 0.08, 0.08, 0.09, 0.10, 0.07, 0.06, 0.08, 0.09, 0.09],
  "total_charge": 1,
  "total_energy_ev": -159179.4971,
  "lumo_energy_ha": -0.16823,
  "homo_energy_ev": -11.1
}



2.
{
  "formula": "C19H36ClNbO4P",
  "method": "ωB97M-V with the def2-TZVPD basis set",
  "species": ["C", "C", "C", "C", "C", "C", "C", "C", "C", "O", "C", "Nb", "P", "O", "Cl", "C", "H", "H", "H", "H", "H", "H", "H", "H", "H", "H", "H", "H", "H", "H", "H", "H", "H", "H", "H", "H", "C", "C", "C", "O", "C", "H", "H", "H", "H", "H", "H", "H", "H", "C", "C", "C", "O", "C", "H", "H", "H", "H", "H", "H", "H", "H"],
  "positions_angstrom": [[-1.769, -3.251, -5.932], [-1.110, -2.719, -4.559], [0.101, -3.371, -3.850], [0.598, -2.710, -2.540], [-0.042, -1.418, -1.912], [0.465, -0.778, -0.542], [2.043, -0.908, -0.276], [-0.262, -1.635, 0.654], [-1.233, -0.741, -2.647], [-1.924, 0.418, -2.218], [-1.181, 1.660, -2.434], [-0.612, 2.170, -4.579], [1.538, 3.411, -3.902], [2.601, 3.188, -5.262], [2.528, 2.477, -2.275], [-1.732, -1.449, -3.951], [-2.073, -4.346, -5.854], [-2.724, -2.631, -6.123], [-1.087, -3.046, -6.842], [0.591, -4.309, -4.302], [1.481, -3.208, -2.008], [0.148, 0.301, -0.369], [2.652, 0.014, -0.592], [2.454, -1.891, -0.682], [2.169, -0.968, 0.875], [-0.784, -0.957, 1.424], [-1.074, -2.303, 0.180], [0.522, -2.334, 1.103], [-1.860, 2.507, -2.025], [-0.207, 1.741, -1.812], [-1.525, 3.737, -4.609], [-0.168, 2.309, -6.366], [0.369, 0.608, -4.602], [-2.051, 1.188, -5.122], [2.382, 2.311, -5.671], [-2.635, -0.966, -4.477], [3.888, 1.155, 5.148], [3.789, 1.661, 3.726], [3.990, 0.390, 2.925], [3.472, -0.686, 3.719], [3.224, -0.204, 5.045], [3.410, 1.808, 5.881], [4.940, 1.038, 5.428], [2.787, 2.063, 3.544], [4.517, 2.437, 3.483], [5.053, 0.195, 2.749], [3.477, 0.416, 1.962], [2.139, -0.127, 5.177], [3.614, -0.918, 5.775], [-4.096, 0.751, 4.655], [-3.811, 1.594, 3.433], [-2.479, 1.039, 2.970], [-2.451, -0.345, 3.347], [-3.543, -0.599, 4.241], [-5.152, 0.713, 4.927], [-3.534, 1.137, 5.512], [-4.576, 1.413, 2.671], [-3.779, 2.666, 3.636], [-1.643, 1.540, 3.471], [-2.341, 1.128, 1.890], [-4.292, -1.184, 3.696], [-3.192, -1.188, 5.091]],
  "lowdin_charge": [-0.11, -0.23, -0.05, -0.02, -0.08, -0.32, -0.10, -0.07, -0.22, -0.25, -0.42, 0.89, 0.21, -0.55, -0.02, -0.01, 0.06, 0.07, 0.08, 0.09, 0.08, 0.11, 0.05, 0.07, 0.06, 0.06, 0.08, 0.07, 0.06, 0.01, -0.19, -0.18, -0.12, -0.14, 0.00, 0.08, -0.19, -0.18, -0.20, -0.14, -0.21, 0.11, 0.11, 0.12, 0.11, 0.12, 0.10, 0.12, 0.11, -0.19, -0.18, -0.21, -0.15, -0.21, 0.11, 0.11, 0.12, 0.11, 0.12, 0.12, 0.12, 0.11],
  "total_charge": -1,
  "total_energy_ev": -51828.0837,
  "lumo_energy_ha": 0.06632,
  "homo_energy_ev": -4.4
}



3.
{
  "formula": "C19H36I2N5O4S2",
  "method": "ωB97M-V with the def2-TZVPD basis set",
  "species": ["C", "C", "I", "C", "I", "S", "O", "O", "N", "S", "O", "O", "C", "C", "C", "C", "N", "H", "H", "H", "H", "H", "H", "H", "H", "H", "H", "H", "H", "H", "H", "H", "C", "C", "C", "C", "N", "H", "H", "H", "H", "H", "H", "H", "C", "C", "C", "C", "N", "H", "H", "H", "H", "H", "H", "H", "C", "C", "C", "C", "N", "H", "H", "H", "H", "H", "H", "H"],
  "positions_angstrom": [[-1.672, -1.799, 1.320], [-2.932, -2.840, 1.479], [-2.506, -4.500, 2.910], [-3.566, -3.378, 0.063], [-4.674, -5.290, 0.377], [-2.283, -3.585, -1.320], [-2.003, -2.166, -1.874], [-2.997, -4.452, -2.421], [-0.885, -4.426, -0.697], [0.317, -4.724, -1.932], [1.713, -4.630, -1.205], [0.349, -3.673, -3.074], [0.006, -6.436, -2.674], [1.141, -7.506, -2.147], [1.129, -7.732, -0.507], [1.321, -9.349, -0.171], [2.528, -9.954, -0.908], [-1.996, -0.823, 0.714], [-0.737, -2.231, 0.765], [-1.273, -1.409, 2.375], [-3.802, -2.221, 2.012], [-4.303, -2.520, -0.319], [-1.072, -6.865, -2.402], [0.141, -6.333, -3.855], [2.236, -7.220, -2.522], [0.896, -8.545, -2.650], [0.200, -7.263, 0.030], [2.082, -7.191, -0.038], [0.368, -9.984, -0.498], [1.467, -9.473, 1.000], [3.167, -9.136, -1.120], [3.090, -10.520, -0.207], [-0.879, 2.135, -1.119], [-0.045, 3.120, -0.309], [1.222, 2.496, 0.274], [0.924, 1.439, 1.250], [0.684, 0.599, 2.014], [-1.240, 1.310, -0.498], [-1.754, 2.640, -1.541], [-0.296, 1.716, -1.945], [-0.663, 3.542, 0.493], [0.243, 3.953, -0.962], [1.808, 3.281, 0.767], [1.845, 2.093, -0.532], [1.271, 4.483, 5.051], [2.421, 4.445, 4.052], [2.708, 5.804, 3.416], [1.584, 6.286, 2.602], [0.690, 6.668, 1.967], [0.330, 4.764, 4.568], [1.130, 3.495, 5.501], [1.473, 5.197, 5.855], [2.200, 3.702, 3.276], [3.324, 4.104, 4.573], [3.596, 5.716, 2.779], [2.946, 6.538, 4.194], [-0.049, 7.788, -3.234], [-1.148, 8.147, -2.242], [-1.297, 7.124, -1.116], [-1.721, 5.809, -1.611], [-2.047, 4.768, -2.008], [-0.263, 6.845, -3.746], [0.039, 8.568, -3.997], [0.919, 7.695, -2.730], [-2.097, 8.259, -2.779], [-0.913, 9.124, -1.800], [-2.042, 7.493, -0.400], [-0.352, 7.030, -0.570]],
  "lowdin_charge": [-0.21, -0.79, 0.60, -0.78, 0.67, 0.58, -0.42, -0.50, -0.37, 0.66, -0.44, -0.44, -0.25, -0.25, -0.20, -0.30, -0.08, 0.08, 0.08, 0.07, 0.09, 0.11, 0.12, 0.12, 0.12, 0.11, 0.12, 0.12, 0.11, 0.11, 0.06, 0.06, -0.11, -0.29, -0.19, -0.22, 0.16, 0.06, 0.03, 0.09, 0.11, 0.09, 0.10, 0.12, -0.11, -0.26, -0.19, -0.22, 0.15, 0.07, 0.08, 0.07, 0.10, 0.11, 0.12, 0.12, -0.11, -0.27, -0.19, -0.20, 0.17, 0.07, 0.07, 0.08, 0.11, 0.11, 0.12, 0.09],
  "total_charge": -1,
  "total_energy_ev": -73793.9003,
  "lumo_energy_ha": 0.06550,
  "homo_energy_ev": -5.5
}



4.
{
  "formula": "C19H37BI2N2O5",
  "method": "ωB97M-V with the def2-TZVPD basis set",
  "species": ["C", "C", "C", "N", "C", "B", "O", "N", "C", "C", "C", "O", "O", "C", "O", "C", "C", "C", "C", "C", "C", "C", "C", "I", "C", "C", "I", "C", "O", "H", "H", "H", "H", "H", "H", "H", "H", "H", "H", "H", "H", "H", "H", "H", "H", "H", "H", "H", "H", "H", "H", "H", "H", "H", "H", "H", "H", "H", "H", "H", "H", "H", "H", "H", "H", "H"],
  "positions_angstrom": [[-1.041, 2.769, 2.792], [0.443, 2.456, 2.542], [0.760, 0.960, 2.672], [0.674, 0.353, 1.336], [0.487, -1.101, 1.287], [1.119, -2.014, 2.443], [0.804, -1.864, 3.770], [2.041, -3.090, 2.056], [1.732, -4.290, 2.864], [3.438, -2.701, 2.314], [1.287, -1.549, 0.016], [2.416, -1.216, -0.338], [0.455, -2.364, -0.768], [-0.797, -1.757, -0.673], [-0.790, -0.448, -1.167], [-0.347, -0.286, -2.517], [-0.260, 1.207, -2.809], [-1.667, 1.792, -2.861], [0.592, 1.877, -1.717], [1.418, 3.082, -2.194], [0.653, 4.398, -1.918], [2.756, 3.108, -1.462], [-1.936, -2.641, -1.182], [-1.376, -3.774, -2.935], [-3.240, -1.834, -1.312], [-3.828, -1.625, -2.692], [-4.754, -2.886, -0.159], [-0.923, -1.588, 0.859], [-1.997, -0.803, 1.291], [-1.596, 2.787, 1.862], [-1.509, 2.009, 3.412], [-1.168, 3.708, 3.314], [0.674, 2.777, 1.531], [1.056, 3.015, 3.237], [1.784, 0.865, 3.019], [0.049, 0.545, 3.381], [-0.135, 0.767, 0.889], [-0.073, -1.484, 3.851], [2.218, -4.240, 3.835], [2.094, -5.181, 2.357], [0.664, -4.412, 2.996], [3.578, -2.401, 3.354], [4.083, -3.533, 2.057], [3.725, -1.872, 1.676], [0.637, -0.729, -2.647], [-1.024, -0.781, -3.207], [0.230, 1.304, -3.773], [-2.047, 1.952, -1.857], [-2.360, 1.115, -3.353], [-1.705, 2.741, -3.386], [1.286, 1.130, -1.340], [-0.064, 2.133, -0.893], [1.564, 2.982, -3.266], [0.110, 4.280, -0.986], [1.363, 5.202, -1.760], [-0.031, 4.635, -2.722], [2.570, 2.991, -0.400], [3.414, 2.322, -1.815], [3.252, 4.057, -1.640], [-2.061, -3.405, -0.434], [-3.131, -0.873, -0.839], [-3.155, -1.072, -3.335], [-4.153, -2.545, -3.155], [-4.718, -1.011, -2.580], [-0.986, -2.616, 1.221], [-2.556, -1.334, 1.855]],
  "lowdin_charge": [-0.09, -0.22, -0.20, 0.05, -0.17, -0.52, 0.19, -0.10, -0.07, -0.06, -0.32, 0.14, 0.04, -0.54, -0.04, -0.16, -0.31, -0.04, -0.16, -0.40, -0.06, -0.07, -0.65, 0.97, -0.76, -0.24, 0.86, -0.22, 0.03, 0.06, 0.06, 0.06, 0.09, 0.10, 0.12, 0.10, 0.09, 0.10, 0.08, 0.09, 0.08, 0.09, 0.09, 0.08, 0.13, 0.08, 0.14, 0.08, 0.06, 0.08, 0.10, 0.10, 0.12, 0.07, 0.07, 0.07, 0.08, 0.08, 0.07, 0.02, 0.07, 0.05, 0.04, 0.07, 0.16, 0.09],
  "total_energy_ev": -50399.6249,
  "smiles": "CCCN[C@]1(B(O)N(C)C)C(=O)O[C@@](OC[C@@H](C)CC(C)C)([C@H](I)[C@@H](C)I)[C@@H]1O",
  "lumo_energy_ha": 0.00086,
  "homo_energy_ev": -9.1
}